Entry 1:
DFT (the ωB97M-V functional and the def2-TZVPD basis) results for one molecule with the formula C21H18N6 in a non-equilibrium geometry.

The geometry in XYZ format:
```
45
Properties=species:S:1:pos:R:3:forces:R:3
C 3.715350 3.520689 -0.074022 0.84 1.01 -1.03
N 3.710746 4.156973 1.245021 -0.44 -0.87 -0.67
C 4.273295 5.329262 1.639163 0.51 -0.15 0.02
N 4.073824 5.565132 2.915326 -0.56 0.21 0.00
C 3.271352 4.540022 3.353333 0.38 0.33 0.01
C 3.060275 3.632640 2.358619 -0.15 0.23 0.18
C 2.262661 2.461348 2.450387 -1.89 -2.42 -0.69
C 1.507426 1.479191 2.458115 2.11 2.20 -0.03
C 0.699275 0.289923 2.358382 -0.22 0.61 -0.43
C 0.555962 -0.595155 3.446749 -0.47 -0.31 -0.46
C -0.278612 -1.703287 3.284970 1.40 -0.48 1.41
C -0.756502 -2.015485 2.034363 -0.94 -0.69 0.01
N -1.467812 -3.123705 1.579516 -0.21 -1.01 -0.08
C -1.786804 -3.002986 0.233550 0.30 1.32 -0.28
C -1.336335 -1.748150 -0.191314 -0.25 0.36 0.00
C -0.662124 -1.131191 0.992631 -0.30 1.06 -2.81
C 0.033722 0.081548 1.134141 0.43 -0.36 0.77
C -1.506714 -1.071537 -1.541000 0.52 -0.93 0.37
N -1.373679 0.245845 -1.626489 0.73 -0.56 1.44
C -1.353520 0.795256 -2.825724 -1.59 -0.17 0.55
N -1.283984 2.123145 -2.870465 0.42 2.27 0.29
N -1.625247 0.234566 -3.964997 0.37 -1.26 -1.87
C -1.753437 -1.078497 -3.905223 0.01 -0.34 0.13
C -1.693634 -1.793525 -2.738116 0.10 -0.67 0.36
C -1.858026 -3.287542 -2.753069 0.18 0.85 -0.51
C -3.044765 -3.663532 -1.889965 0.60 -1.61 0.33
C -2.582226 -4.074669 -0.498142 -0.65 0.05 1.20
H 4.494845 2.764110 -0.203928 0.21 0.29 0.34
H 2.808479 2.990421 -0.258846 -0.90 -0.13 0.17
H 3.827779 4.274533 -0.915184 -0.07 -0.69 1.25
H 4.867914 5.961064 0.964942 -0.40 -0.47 0.35
H 2.805905 4.487098 4.325044 0.35 0.15 0.12
H 1.129399 -0.416257 4.362278 -0.51 -0.07 -0.30
H -0.388762 -2.420083 4.102868 -0.02 0.26 -0.17
H -1.587544 -4.009582 2.075683 0.12 0.77 -0.18
H 0.139957 0.831207 0.345753 -0.23 -0.53 0.24
H -1.630786 2.497974 -3.739399 0.05 0.17 0.14
H -1.642080 2.529174 -2.024282 0.15 0.49 0.03
H -1.910012 -1.640786 -4.812631 -0.12 0.15 -0.40
H -2.027778 -3.647883 -3.763884 -0.01 0.24 -0.29
H -0.890826 -3.712031 -2.475148 -0.22 -0.42 0.50
H -3.565675 -4.525771 -2.352449 0.07 0.46 0.38
H -3.730263 -2.840445 -1.801741 -0.38 0.36 -0.14
H -1.996120 -5.009920 -0.548745 -0.19 0.32 0.07
H -3.504900 -4.279104 0.113927 0.87 -0.01 -0.34
```
Positions in Å, forces in eV/Å.

Computed properties:
- HOMO-LUMO gap: 8.1 eV
- HOMO: -7.6 eV
- Total charge: 0
- Lowest unoccupied orbital energy: 0.52 eV
- Maximum force: 3.146 eV/A
- SMILES: Cn1cncc1C#Cc1ccc2[nH]c3c(c2c1)-c1nc(N)ncc1CCC3

Mulliken population analysis, charges in e, atoms 1 to 4:
1. C -0.797
2. N 0.142
3. C -0.036
4. N -0.695



Entry 2:
DFT (the ωB97M-V functional and the def2-TZVPD basis) results for C12H28BCs2O6S3 as an isolated structure.

The geometry in XYZ format:
```
52
Properties=species:S:1:pos:R:3:forces:R:3
Cs -4.424609 0.969547 0.784925 0.18 0.48 0.27
Cs -2.973475 -2.051567 -1.911287 0.41 -0.31 -0.47
B -1.395825 -0.104780 0.621095 0.37 0.15 0.01
H -1.590215 0.719473 -0.247584 -0.02 0.36 -0.35
H -0.247715 -0.469737 0.681073 0.08 0.05 -0.17
H -1.727036 0.331762 1.692073 -0.23 0.19 0.32
H -2.089913 -1.036203 0.339226 -0.56 -0.72 0.21
C -0.677588 3.134817 -1.988825 -0.07 -0.93 -0.21
C -1.510168 3.777629 -3.099890 0.24 0.26 -0.51
C -2.885329 4.093016 -2.532754 -0.04 -0.01 -0.18
S -2.553232 4.684955 -0.881009 0.22 0.14 -0.15
O -3.536306 4.196813 0.066074 -0.05 -0.56 0.00
O -2.319789 6.096627 -0.969497 -0.05 0.23 0.09
C -0.951879 3.868346 -0.689569 -0.07 0.51 0.14
H 0.385151 3.120298 -2.225404 0.01 0.21 -0.01
H -0.951152 2.077936 -1.901090 -0.12 0.11 0.13
H -1.602964 3.154532 -3.990114 0.06 -0.21 0.16
H -1.022023 4.685149 -3.464026 -0.13 0.13 0.23
H -3.528985 3.213704 -2.482667 0.03 -0.02 0.07
H -3.388717 4.891333 -3.073193 -0.12 0.00 0.09
H -0.980493 3.273363 0.219973 0.10 -0.16 -0.09
H -0.262000 4.704652 -0.580302 -0.01 -0.03 0.22
C 2.742777 -1.649147 -1.725349 0.39 0.05 0.44
C 3.097480 -2.766290 -2.713975 -0.19 -0.38 0.15
C 2.314492 -2.459187 -3.972007 -0.29 0.55 -0.37
S 0.688344 -1.991989 -3.402958 -0.11 0.28 -0.26
O -0.228701 -3.114172 -3.282997 0.01 -0.11 0.32
O 0.203576 -0.880720 -4.192143 -0.01 0.13 0.30
C 1.227683 -1.487828 -1.760124 -0.40 -0.12 0.13
H 3.269273 -0.715725 -1.929408 -0.13 -0.01 -0.31
H 3.046063 -1.933201 -0.716844 -0.01 0.00 -0.02
H 2.761290 -3.708132 -2.269487 0.06 -0.08 -0.19
H 4.159948 -2.865351 -2.922018 0.04 0.15 0.07
H 2.227733 -3.182139 -4.778943 0.07 -0.27 0.22
H 2.648313 -1.509349 -4.401045 0.19 -0.13 -0.09
H 0.753077 -2.184714 -1.067810 0.01 -0.03 -0.05
H 0.827166 -0.500973 -1.538015 0.16 0.09 -0.10
C 1.251474 -1.069155 3.475230 0.57 -0.05 0.21
C 1.212782 -0.684524 4.966202 0.01 -0.04 -0.19
C 1.141518 -2.026646 5.668781 0.01 -0.70 0.08
S -0.152441 -2.891688 4.776650 -0.12 0.64 0.03
O -1.416692 -2.516157 5.355051 -0.22 0.00 0.04
O 0.166662 -4.273738 4.588803 0.16 -0.54 -0.05
C 0.059977 -1.989223 3.236474 0.19 0.00 -0.39
H 2.175084 -1.634821 3.307621 -0.04 0.02 -0.02
H 1.295035 -0.220053 2.795827 -0.31 0.06 0.04
H 0.311435 -0.097941 5.152671 0.09 0.09 0.20
H 2.095600 -0.135099 5.287243 -0.07 0.14 -0.07
H 0.896249 -2.089055 6.726911 -0.14 0.36 -0.01
H 2.055398 -2.604770 5.513578 0.02 0.08 -0.06
H -0.844299 -1.432788 3.005000 -0.08 -0.04 0.16
H 0.247965 -2.717093 2.449853 -0.08 -0.03 0.01
```
Positions in Å, forces in eV/Å.

Computed properties:
- HOMO-LUMO gap: 8.4 eV
- HOMO: -11.9 eV
- Total charge: +1
- Lowest unoccupied orbital energy: -3.57 eV
- Maximum force: 0.953 eV/A

Mulliken population analysis, charges in e, atoms 1 to 4:
1. Cs 0.988
2. Cs 1.082
3. B 0.698
4. H -0.391



Entry 3:
DFT (the ωB97M-V functional and the def2-TZVPD basis) results for C3H2Br2N2 as an isolated structure in a non-equilibrium geometry.

The geometry in XYZ format:
```
9
Properties=species:S:1:pos:R:3:forces:R:3
C -0.187093 -2.006523 -0.697232 -0.59 -0.80 1.43
C -0.230431 -0.741352 -1.265723 0.41 0.60 -0.50
C -0.216458 0.953624 1.633252 -0.58 0.87 -0.16
N -0.368818 -2.948139 -0.033359 0.28 0.68 -0.75
N 0.439324 -0.100786 -2.038171 0.27 -0.81 0.19
Br 1.619275 0.434521 1.790072 -1.16 0.09 0.38
Br -0.428637 2.588760 0.663833 0.06 -0.46 -0.04
H -0.994180 1.046080 2.461985 1.72 -0.83 -0.68
H 0.367017 0.773815 -2.514658 -0.40 0.66 0.14
```
Positions in Å, forces in eV/Å.

Computed properties:
- HOMO-LUMO gap (spin up / spin down): 4.6 / 3.5 eV
- HOMO (spin up / spin down): -7.2 / -6.7 eV
- Total charge: 0
- Lowest unoccupied orbital energy (spin up / spin down): -2.60 / -3.26 eV
- Maximum force: 2.029 eV/A

Mulliken population analysis, charges in e, atoms 1 to 4:
1. C 0.382
2. C 0.082
3. C -0.346
4. N -0.332



Calculated calculated total energy in order - -1139.56134, -2184.92168, -5372.80393 Ha
Calculated relative energy (zero: lowest compared OMol25 entry of this formula, charge and spin) in order - 0.0, 10.4, 668.7 kJ/mol